No. 1
C4H9NOS2 | ωB97M-V/def2-TZVPD

Molar mass ... 151.3 g mol⁻¹
Orbital gap ... 7.868 eV
Total charge ... 0
LUMO level ... -0.923 eV
HOMO energy ... -8.79 eV

Atoms and positions in Å:
C1 -1.771 2.028 0.752
C2 0.234 -0.039 0.132
C3 1.747 0.058 0.410
C4 2.495 -1.306 0.272
H1 -2.539 1.181 0.785
H2 -1.346 2.397 1.640
H3 -2.379 2.802 0.106
H4 -2.311 -0.942 -0.976
H5 1.801 0.455 1.547
H6 2.300 -1.718 1.222
H7 1.873 -1.881 -0.540
H8 3.690 -1.435 0.181
H9 2.266 2.129 0.330
N1 -0.231 -1.153 0.116
O1 2.198 0.911 -0.618
S1 -0.466 1.396 -0.490
S2 -1.756 -1.812 -0.108

Cartesian forces (eV/Å) of the 3 atoms listed first:
-2.415 -1.589 -4.099
2.300 1.582 0.373
0.523 -0.179 1.287

Atom charges from the natural (NBO) analysis, given in e for atoms 1 to 4: atom 1 (C): -0.711, atom 2 (C): 0.074, atom 3 (C): 0.049, atom 4 (C): -0.646

No. 2
C6H13NO | ωB97M-V/def2-TZVPD

Molar mass ... 115.2 g mol⁻¹
Orbital gap (alpha / beta) ... 9.745 / 4.774 eV
2S+1 ... 2
Total charge ... +1
Expectation value of S² ... 0.768
LUMO level (alpha / beta) ... -3.763 / -8.716 eV
HOMO energy (alpha / beta) ... -13.51 / -13.49 eV

Atoms and positions in Å:
C1 -1.036 2.549 -0.829
O1 -0.944 3.452 0.289
C2 -0.835 1.105 -0.373
C3 0.577 0.494 -0.268
C4 0.597 -1.089 -0.294
C5 0.169 -1.767 -1.342
C6 0.671 -2.038 1.877
N1 1.484 -1.591 0.737
H1 -1.981 2.722 -1.375
H2 -0.089 2.788 -1.445
H3 -1.691 3.278 0.869
H4 -1.339 0.901 0.539
H5 -1.398 0.494 -1.087
H6 1.151 1.121 0.547
H7 1.082 0.810 -1.201
H8 0.407 -2.870 -1.135
H9 -0.196 -1.559 -2.338
H10 1.119 -2.652 2.679
H11 0.357 -1.185 2.312
H12 -0.215 -2.668 1.532
H13 2.107 -2.293 0.306

Cartesian forces (eV/Å) of the 3 atoms listed first:
2.390 0.761 0.520
0.080 -0.384 -0.576
-0.729 -1.308 -1.060

Atom charges from the natural (NBO) analysis, given in e for atoms 1 to 4: atom 1 (C): -0.067, atom 2 (O): -0.710, atom 3 (C): -0.426, atom 4 (C): -0.459

No. 3
C61H59BiN2OP2S2 | ωB97M-V/def2-TZVPD

Molar mass ... 1171.2 g mol⁻¹
Orbital gap ... 7.569 eV
Total charge ... 0
LUMO level ... -0.276 eV
HOMO energy ... -7.85 eV

Atoms and positions in Å:
Bi1 -1.013 -0.381 -0.238
C1 -1.490 -2.752 -1.432
C2 -2.624 -1.830 -1.298
C3 -3.146 -2.104 0.068
C4 -2.318 -3.063 0.623
C5 -1.309 -3.467 -0.270
C6 -0.237 -4.492 -0.008
C7 -0.531 -5.294 1.263
C8 -0.219 -5.461 -1.197
C9 1.137 -3.801 0.139
C10 -4.359 -1.656 0.872
C11 -5.160 -0.484 0.309
C12 -5.293 -2.875 1.017
C13 -3.904 -1.231 2.279
C14 -3.414 -1.484 -2.567
C15 -4.604 -2.457 -2.649
C16 -3.902 -0.028 -2.677
C17 -2.582 -1.734 -3.839
H1 -0.892 -2.831 -2.318
H2 -2.426 -3.466 1.610
H3 -1.503 -5.777 1.211
H4 -0.505 -4.651 2.139
H5 0.218 -6.073 1.390
H6 -1.207 -5.895 -1.334
H7 0.498 -6.261 -1.032
H8 0.051 -4.946 -2.114
H9 1.647 -4.123 1.042
H10 1.047 -2.716 0.194
H11 1.767 -4.043 -0.709
H12 -5.579 -0.690 -0.669
H13 -4.542 0.407 0.266
H14 -5.983 -0.265 0.985
H15 -5.560 -3.274 0.041
H16 -6.203 -2.585 1.540
H17 -4.812 -3.670 1.583
H18 -3.215 -0.390 2.219
H19 -3.429 -2.048 2.811
H20 -4.762 -0.910 2.865
H21 -5.359 -2.242 -1.902
H22 -4.260 -3.479 -2.506
H23 -5.070 -2.384 -3.631
H24 -4.044 0.447 -1.717
H25 -4.846 0.014 -3.216
H26 -3.187 0.564 -3.241
H27 -2.389 -2.793 -3.993
H28 -1.638 -1.193 -3.823
H29 -3.155 -1.376 -4.694
S1 -2.321 1.575 0.741
C18 -2.680 2.496 -0.703
C19 -3.757 3.371 -0.625
C20 -4.145 4.118 -1.727
C21 -5.275 4.960 -1.649
N1 -6.201 5.631 -1.572
C22 -3.419 4.008 -2.929
C23 -2.336 3.143 -2.999
C24 -1.967 2.372 -1.903
S2 -0.645 1.240 -2.151
C25 -3.804 4.765 -4.057
N2 -4.109 5.386 -4.971
H30 -4.304 3.448 0.303
H31 -1.787 3.040 -3.923
O1 3.873 1.473 1.626
C26 3.810 1.462 2.996
C27 4.700 2.087 3.862
C28 4.542 1.940 5.230
C29 3.492 1.200 5.745
C30 2.547 0.666 4.889
C31 2.697 0.794 3.517
P1 1.381 0.285 2.328
C32 0.212 1.550 2.982
C33 0.275 2.770 2.311
C34 -0.527 3.829 2.688
C35 -1.410 3.678 3.743
C36 -1.464 2.478 4.429
C37 -0.648 1.422 4.065
C38 0.901 -1.262 3.170
C39 1.927 -2.143 3.502
C40 1.649 -3.328 4.154
C41 0.340 -3.641 4.488
C42 -0.689 -2.800 4.098
C43 -0.417 -1.630 3.409
C44 4.985 1.150 0.895
C45 6.311 1.356 1.249
C46 7.319 1.060 0.348
C47 7.026 0.552 -0.904
C48 5.712 0.294 -1.241
C49 4.693 0.562 -0.341
P2 2.934 0.168 -0.706
C50 2.803 1.343 -2.115
C51 3.137 1.066 -3.435
C52 2.973 2.039 -4.405
C53 2.522 3.301 -4.062
C54 2.223 3.596 -2.743
C55 2.355 2.617 -1.777
C56 3.206 -1.429 -1.563
C57 2.385 -1.804 -2.625
C58 2.590 -3.012 -3.265
C59 3.575 -3.880 -2.821
C60 4.332 -3.551 -1.709
C61 4.148 -2.334 -1.079
H32 5.489 2.718 3.490
H33 5.249 2.412 5.896
H34 3.392 1.065 6.811
H35 1.694 0.135 5.285
H36 0.964 2.869 1.481
H37 -0.470 4.768 2.156
H38 -2.053 4.496 4.030
H39 -2.156 2.360 5.251
H40 -0.699 0.504 4.629
H41 2.947 -1.875 3.255
H42 2.450 -4.006 4.411
H43 0.123 -4.540 5.047
H44 -1.709 -3.057 4.346
H45 -1.223 -0.989 3.081
H46 6.583 1.739 2.217
H47 8.345 1.230 0.636
H48 7.817 0.347 -1.608
H49 5.474 -0.139 -2.201
H50 3.514 0.094 -3.716
H51 3.199 1.807 -5.435
H52 2.400 4.054 -4.827
H53 1.888 4.588 -2.473
H54 2.112 2.836 -0.745
H55 1.603 -1.134 -2.964
H56 1.980 -3.290 -4.112
H57 3.747 -4.817 -3.331
H58 5.056 -4.254 -1.323
H59 4.759 -2.077 -0.223

Cartesian forces (eV/Å) of the 3 atoms listed first:
-0.048 -0.179 0.071
-0.274 0.226 0.059
0.017 -0.424 0.161

Atom charges from the Mulliken analysis, given in e for atoms 1 to 4: atom 1 (Bi): 0.736, atom 2 (C): -0.664, atom 3 (C): 0.905, atom 4 (C): 0.260

No. 4
C33H53BeN2OP2S | ωB97M-V/def2-TZVPD

Molar mass ... 596.8 g mol⁻¹
Orbital gap (alpha / beta) ... 6.262 / 6.263 eV
Total charge ... +1
LUMO level (alpha / beta) ... -3.149 / -3.149 eV
HOMO energy (alpha / beta) ... -9.41 / -9.41 eV

Atoms and positions in Å:
C1 -1.801 -1.862 -2.189
C2 0.520 -1.792 -2.323
C3 -1.873 -2.911 -3.120
C4 0.533 -2.944 -3.094
C5 -0.668 -3.507 -3.509
H1 -2.832 -3.184 -3.515
H2 1.512 -3.343 -3.399
H3 -0.682 -4.340 -4.207
N1 -0.624 -1.483 -1.660
P1 -2.798 -0.169 -0.238
P2 2.566 -0.417 -0.723
C6 -2.956 -0.898 -1.946
H4 -2.845 -0.042 -2.649
H5 -3.936 -1.361 -2.153
C7 1.083 0.449 0.166
O1 1.046 1.137 1.161
C8 1.550 -0.689 -2.442
H6 2.256 -0.916 -3.247
C9 3.962 0.748 -1.387
C10 3.226 -1.504 0.681
C11 -3.398 1.609 -0.287
C12 -4.039 -1.322 0.600
C13 3.524 2.171 -1.012
H7 3.393 2.296 0.073
H8 4.309 2.873 -1.340
H9 2.586 2.441 -1.509
C14 5.389 0.509 -0.853
H10 5.501 0.595 0.233
H11 5.793 -0.454 -1.195
H12 6.039 1.285 -1.296
C15 4.163 0.635 -2.911
H13 4.784 1.482 -3.245
H14 4.661 -0.306 -3.188
H15 3.258 0.720 -3.512
C16 3.717 -0.612 1.835
H16 2.901 -0.005 2.243
H17 4.096 -1.275 2.632
H18 4.537 0.052 1.546
C17 2.083 -2.385 1.208
H19 1.264 -1.783 1.631
H20 1.686 -3.049 0.427
H21 2.488 -3.009 2.021
C18 4.357 -2.424 0.181
H22 5.240 -1.874 -0.166
H23 4.675 -3.057 1.027
H24 4.003 -3.085 -0.629
C19 -4.383 -0.776 2.001
H25 -5.032 -1.510 2.516
H26 -3.471 -0.640 2.611
H27 -4.943 0.172 1.957
C20 -3.349 -2.689 0.751
H28 -3.105 -3.131 -0.223
H29 -2.427 -2.606 1.339
H30 -4.027 -3.382 1.276
C21 -5.353 -1.542 -0.188
H31 -6.069 -2.063 0.469
H32 -5.823 -0.605 -0.504
H33 -5.208 -2.181 -1.068
C22 -2.724 2.382 -1.440
H34 -3.115 2.070 -2.419
H35 -2.953 3.452 -1.304
H36 -1.628 2.269 -1.453
C23 -2.982 2.238 1.059
H37 -1.892 2.185 1.202
H38 -3.284 3.295 1.058
H39 -3.470 1.752 1.916
C24 -4.920 1.703 -0.479
H40 -5.240 1.240 -1.425
H41 -5.489 1.275 0.357
H42 -5.185 2.772 -0.534
Be1 -0.519 -0.045 -0.771
N2 0.157 1.105 -1.684
C25 0.878 0.601 -2.628
C26 1.112 1.420 -3.891
C27 1.208 2.807 -3.685
C28 1.202 0.895 -5.202
C29 1.345 3.684 -4.765
H43 1.072 3.177 -2.662
C30 1.306 1.783 -6.292
H44 1.088 -0.171 -5.387
C31 1.364 3.167 -6.072
H45 1.400 4.758 -4.571
H46 1.310 1.409 -7.320
H47 1.451 3.869 -6.902
C32 -1.279 -2.321 4.035
S1 -0.882 -1.007 2.878
C33 -0.791 0.382 4.035
H48 -0.686 -3.203 3.755
H49 -2.350 -2.560 3.966
H50 -1.022 -2.015 5.058
H51 -0.774 -0.002 5.063
H52 0.132 0.935 3.816
H53 -1.665 1.034 3.880

Cartesian forces (eV/Å) of the 3 atoms listed first:
-0.444 -0.234 -0.562
-0.720 -0.364 0.057
0.824 0.606 0.698

Atom charges from the Mulliken analysis, given in e for atoms 1 to 4: atom 1 (C): 0.140, atom 2 (C): -0.404, atom 3 (C): -0.974, atom 4 (C): -1.033

No. 5
C4H7NO2 | ωB97M-V/def2-TZVPD

Molar mass ... 101.1 g mol⁻¹
Orbital gap ... 7.743 eV
Total charge ... 0
LUMO level ... 0.407 eV
HOMO energy ... -7.34 eV

Atoms and positions in Å:
O1 -2.490 -0.074 -0.637
C1 -1.324 -0.114 0.132
C2 -0.176 -1.014 -0.379
N1 0.644 -0.018 0.393
C3 -0.321 1.048 -0.050
C4 2.064 0.080 0.399
O2 2.643 1.120 0.543
H1 -3.223 -0.205 -0.028
H2 -0.001 -0.206 1.301
H3 -0.054 -2.044 -0.030
H4 0.083 -0.915 -1.447
H5 -0.327 1.925 0.601
H6 -0.072 1.321 -1.089
H7 2.553 -0.903 0.292

Cartesian forces (eV/Å) of the 3 atoms listed first:
-0.168 -0.025 0.137
0.123 0.038 -0.223
0.051 -0.277 -0.029

Atom charges from the natural (NBO) analysis, given in e for atoms 1 to 4: atom 1 (O): -0.735, atom 2 (C): -0.098, atom 3 (C): -0.254, atom 4 (N): -0.526

No. 6
C2H6N2O | ωB97M-V/def2-TZVPD

Molar mass ... 74.1 g mol⁻¹
Orbital gap ... 10.359 eV
Total charge ... 0
LUMO level ... 1.055 eV
Structure (SMILES) ... NC=O.C=N
HOMO energy ... -9.30 eV

Atoms and positions in Å:
C1 1.755 2.088 -0.381
N1 0.862 1.423 0.234
H1 2.463 2.943 -0.161
H2 2.076 1.684 -1.374
H3 0.335 0.800 -0.309
C2 -1.362 -1.548 -0.338
N2 -1.066 -1.612 1.022
O1 -0.750 -0.774 -1.047
H4 -2.351 -2.057 -0.683
H5 -0.298 -1.013 1.370
H6 -1.664 -1.935 1.667

Cartesian forces (eV/Å) of the 3 atoms listed first:
0.778 -1.703 -1.917
1.255 3.475 1.988
-1.340 -0.890 1.188

Atom charges from the natural (NBO) analysis, given in e for atoms 1 to 4: atom 1 (C): -0.042, atom 2 (N): -0.635, atom 3 (H): 0.172, atom 4 (H): 0.122